Molecular formula: C3H6N2O2
Method: DFT, wB97M-V/def2-TZVPD

Calculated values
ΔE to the lowest compared entry with this formula, charge and spin (kJ/mol): 184.6
LUMO (hartree): 0.0103
HOMO-LUMO gap (hartree): 0.37476
SMILES: [H]/N=C(\CO)NC=O
E_HOMO (eV): -9.92

```
13
Properties=species:S:1:pos:R:3:forces:R:3
H -1.18618 1.73568 -0.02095 -1.0520 0.8580 -0.1365
N -0.20598 1.57255 -0.09323 0.1481 0.2559 0.3938
C -0.12036 0.32925 -0.03846 2.9274 -1.2243 -0.7604
C -1.19171 -0.69086 -0.05913 -1.6358 1.0327 2.0064
O -2.40400 0.10554 -0.06816 -1.7601 -2.6926 1.3352
N 1.16157 -0.29169 -0.03903 0.3341 -1.3264 -0.1103
C 2.36673 0.38582 0.04554 1.7992 -1.9242 -0.7368
O 3.46764 -0.17939 -0.07419 -2.4256 1.0752 0.4033
H -1.16217 -1.33003 -0.91589 0.2495 -0.4682 -0.5745
H -1.08043 -1.28006 0.89848 -0.3046 0.3291 -0.9907
H -3.14008 -0.46783 0.36877 1.9108 1.6572 -1.2717
H 1.23728 -1.33831 -0.17673 -0.0897 1.8960 0.2605
H 2.25769 1.44930 0.17296 -0.1013 0.5316 0.1819
```
Forces are in eV/Å.

=====

Molecular formula: C15H23N2O5PdSSeSi
Method: DFT, wB97M-V/def2-TZVPD

Calculated values
ΔE to the lowest compared entry with this formula, charge and spin (kJ/mol): 59.1
LUMO (hartree): 0.0793
HOMO-LUMO gap (hartree): 0.24389
Total charge: -1
E_HOMO (eV): -4.48

```
49
Properties=species:S:1:pos:R:3:forces:R:3
Pd -0.27052 0.37857 -0.58496 -0.2086 0.5422 0.1768
O 1.99705 -3.08081 -1.94815 0.0246 0.0129 -0.0107
C 1.45593 -2.34811 -1.11730 0.1440 -0.0464 -0.1041
O 0.22157 -2.15221 -0.92819 -0.0806 -0.0200 0.1666
C 2.40430 -1.61976 -0.12234 -0.0095 -0.0596 -0.0491
C 1.72479 -1.35657 1.21639 -0.0025 -0.0108 0.0751
C 2.76525 -1.12906 2.31671 -0.0319 -0.0036 0.0023
C 3.28305 0.28848 1.96526 -0.0385 0.0364 0.0319
C 2.44261 0.62261 0.73136 0.0518 -0.0677 -0.0803
O 1.18049 -0.01576 1.06242 0.1014 0.0466 -0.0288
C 2.91456 -0.18621 -0.49029 0.0361 0.1336 0.0228
C 2.45372 0.49402 -1.79244 -0.0435 0.0942 -0.0648
O 3.29425 0.71433 -2.65273 0.0140 -0.0533 0.0489
O 1.23641 0.92553 -1.85894 0.0144 -0.4107 -0.0182
H 3.26891 -2.27174 0.00597 -0.0245 -0.0154 0.0024
H 0.91607 -2.04219 1.44445 0.0177 -0.0143 -0.0111
H 3.54550 -1.88823 2.28454 0.0008 -0.0153 0.0147
H 2.30743 -1.15290 3.30872 -0.0041 0.0090 -0.0094
H 4.35017 0.31726 1.75050 0.0048 -0.0015 -0.0204
H 3.07480 0.99705 2.76808 0.0215 -0.0042 0.0051
H 2.26300 1.67855 0.54333 0.0032 -0.0258 0.0024
H 4.00207 -0.18943 -0.55137 -0.0179 0.0172 0.0175
C -4.54102 1.57266 -3.78667 0.0179 0.0685 -0.0330
Si -3.80185 0.55268 -2.39182 0.0092 -0.0942 0.0417
C -4.05919 -1.24641 -2.87648 0.0501 -0.0418 0.0286
C -4.85061 0.89321 -0.86689 0.0356 -0.0028 0.0152
Se -1.63447 1.17744 -2.39381 -0.0539 0.1235 0.1141
H -5.58842 1.30677 -3.95375 -0.0135 -0.0171 0.0132
H -3.99316 1.40437 -4.71506 0.0104 0.0133 -0.0254
H -4.48768 2.63701 -3.55209 -0.0027 0.0225 -0.0202
H -5.10357 -1.44056 -3.13680 -0.0331 0.0192 0.0095
H -3.77329 -1.93894 -2.08471 0.0227 -0.0133 -0.0185
H -3.43645 -1.47207 -3.74301 0.0011 -0.0279 -0.0264
H -5.90465 0.74776 -1.12166 -0.0281 -0.0029 -0.0042
H -4.71480 1.91972 -0.52397 -0.0023 0.0339 0.0038
H -4.59946 0.23825 -0.03301 -0.0055 0.0006 -0.0053
C -2.46914 -2.39944 0.26924 -0.0609 0.0277 -0.0450
N -1.88815 -2.05302 1.56036 0.1559 0.1636 0.0352
C -1.40623 -2.95144 2.48638 -0.1032 -0.0756 -0.0252
C -0.84705 -2.24854 3.49077 -0.0333 0.0748 0.0807
N -0.99346 -0.91794 3.15331 0.0085 0.1534 -0.0400
C -1.60743 -0.79112 1.95592 0.0405 -0.3984 -0.3167
S -1.91107 0.64472 1.08353 0.0141 -0.1693 -0.0402
H -2.80332 -3.43354 0.32287 -0.0265 -0.0009 -0.0073
H -1.70735 -2.28989 -0.50920 -0.0280 0.0103 0.0580
H -3.31519 -1.74170 0.08099 0.0262 -0.0095 0.0368
H -1.50991 -4.01187 2.34801 0.0173 -0.0116 -0.0131
H -0.37811 -2.57101 4.40102 0.0261 0.0042 0.0063
H -0.56961 -0.12579 3.60431 -0.0179 0.0065 0.0076
```
Forces are in eV/Å.

=====

Molecular formula: C10H18BCaN6O2S2
Method: DFT, wB97M-V/def2-TZVPD

Calculated values
ΔE to the lowest compared entry with this formula, charge and spin (kJ/mol): 37.0
LUMO (hartree): -0.0843
HOMO-LUMO gap (hartree): 0.30490
Total charge: +1
E_HOMO (eV): -10.59

```
40
Properties=species:S:1:pos:R:3:forces:R:3
Ca -0.37708 0.97666 -0.04642 0.0370 -0.8603 -0.8908
C 3.95469 0.07648 -3.33383 0.5719 0.1197 0.2331
N 2.54891 -0.05154 -3.60226 -0.8525 -0.0250 0.1494
C 1.97369 -0.37687 -4.80007 -0.4893 -0.1758 -0.3724
C 0.63486 -0.31651 -4.62164 0.3195 -0.1727 -0.4569
N 0.36625 0.04045 -3.32211 0.6124 0.1978 0.1529
B -1.07519 0.43373 -2.88483 0.1798 -0.1060 0.4568
N -1.95314 -0.81744 -2.58807 -0.4110 -0.1789 0.4764
C -2.57178 -1.50088 -3.60693 -0.3366 -0.4178 -0.2575
C -3.45227 -2.38299 -3.08261 0.2268 0.0989 -0.5830
N -3.38634 -2.24813 -1.72266 0.6056 0.5076 -0.3152
C -4.19107 -2.93956 -0.75330 -0.3022 -0.2017 0.5029
C -2.46888 -1.29390 -1.43463 -0.1902 -0.2335 -0.0683
S -2.13953 -0.90839 0.18315 -0.2390 -0.0991 0.6306
C 1.55983 0.19818 -2.71054 0.2261 -0.0813 -0.2004
S 1.95500 0.61099 -1.11436 0.5283 0.1879 0.3861
H 4.52012 -0.36795 -4.14987 -0.0815 0.0049 0.0070
H 4.20292 -0.42461 -2.39737 -0.0216 -0.0094 -0.1341
H 4.22656 1.12988 -3.23227 -0.0149 -0.0961 -0.0343
H 2.54945 -0.63415 -5.66554 0.1028 -0.0072 -0.1265
H -0.15396 -0.49948 -5.31957 -0.1129 0.0169 -0.1958
H -1.57661 1.01309 -3.79178 -0.1089 0.2059 -0.1031
H -1.02687 1.15197 -1.89168 -0.3629 -0.0621 -1.2211
H -2.33497 -1.30260 -4.63040 -0.0396 0.0452 -0.2174
H -4.09751 -3.09055 -3.56145 -0.1278 -0.0964 -0.0587
H -4.69189 -3.77818 -1.23194 0.0510 0.0545 -0.0344
H -4.93648 -2.26315 -0.32823 0.0486 -0.0724 -0.0543
H -3.56395 -3.30125 0.06238 -0.0484 -0.0205 -0.1230
C -0.10113 3.57790 3.86364 -0.2184 0.4946 -0.1060
O 0.40563 2.24218 3.90045 0.1528 -0.5929 -0.2097
C 0.32378 1.51855 2.79769 0.4578 -0.1366 1.2802
O -0.15851 1.91940 1.74659 -0.0297 1.3005 1.4294
N 0.83855 0.28843 2.98252 0.2823 -0.2555 0.5921
N 0.86200 -0.65610 1.95266 -0.1078 0.1405 -0.1755
H 0.06786 3.97475 4.86033 -0.0117 -0.0298 -0.0720
H -1.16697 3.57792 3.63271 0.0915 -0.0347 0.0271
H 0.43663 4.17222 3.12415 -0.0210 -0.0756 0.0620
H 1.21363 0.06331 3.90118 -0.1412 0.1312 -0.2915
H 0.32488 -1.48611 2.21225 0.0924 0.3434 -0.1068
H 1.82268 -0.93094 1.73728 -0.3177 0.1917 0.0225
```
Forces are in eV/Å.

=====

Molecular formula: C22H31N9O3SSr
Method: DFT, wB97M-V/def2-TZVPD

Calculated values
ΔE to the lowest compared entry with this formula, charge and spin (kJ/mol): 14.8
LUMO (hartree): -0.1878
HOMO-LUMO gap (hartree): 0.30169
Total charge: +2
E_HOMO (eV): -13.32

```
67
Properties=species:S:1:pos:R:3:forces:R:3
Sr -0.39335 0.33164 -0.34333 0.8378 -0.2187 -0.8847
C 2.43370 2.26013 -0.98865 0.0113 -0.0044 -0.1537
C 2.41621 2.06483 0.49689 0.1942 0.0273 0.2429
C 3.50367 2.45566 1.27267 -0.0610 -0.0135 -0.0328
C 3.45342 2.26251 2.63798 -0.0692 -0.0243 -0.0098
C 2.32429 1.69021 3.20611 -0.1568 -0.0421 -0.1594
C 1.26745 1.32968 2.37632 0.2263 0.1015 0.2810
N 1.33445 1.51884 1.05028 -0.1008 0.0846 0.2498
C 0.01162 0.71346 2.92330 -0.0917 -0.0064 0.3719
C -0.17042 0.50256 4.29033 0.0228 -0.0238 -0.1715
C -1.34244 -0.09167 4.72407 -0.0006 0.0129 -0.0955
C -2.31795 -0.44532 3.80629 0.0655 0.0696 -0.1473
C -2.09395 -0.17682 2.45796 -0.0921 -0.0667 0.3413
N -0.94682 0.37880 2.05398 -0.0604 0.0654 0.1617
C -3.12369 -0.48428 1.40888 -0.3678 -0.0514 0.1871
C -4.42114 -0.87185 1.73897 0.2269 0.0420 -0.0769
C -5.32091 -1.12237 0.71389 0.0828 0.0272 -0.0081
C -4.91601 -0.97960 -0.60140 0.0724 0.0080 -0.0016
C -3.60907 -0.57906 -0.86018 -0.3809 -0.1392 0.0794
C -3.10102 -0.36335 -2.25463 -0.0940 0.0072 -0.0332
N -2.75510 -0.34363 0.13156 -0.0324 0.1270 0.3324
H 3.45735 2.21742 -1.35734 -0.0244 0.0122 -0.0248
H 2.02505 3.23946 -1.24601 -0.0258 0.0286 -0.0253
H 1.86513 1.49070 -1.52273 0.0947 0.1180 0.1171
H 4.37406 2.89182 0.80464 0.0269 0.0100 -0.0207
H 4.28730 2.54984 3.26172 0.0369 0.0106 0.0339
H 2.28713 1.53435 4.27175 -0.0080 -0.0070 0.0301
H 0.58018 0.78682 5.00993 0.0154 0.0019 0.0080
H -1.49768 -0.27544 5.77802 -0.0049 -0.0042 0.0214
H -3.22859 -0.91354 4.14402 -0.0207 -0.0123 0.0036
H -4.74004 -0.96468 2.76474 -0.0002 0.0013 0.0277
H -6.33442 -1.41957 0.94327 -0.0302 -0.0095 0.0119
H -5.60121 -1.16389 -1.41584 -0.0148 -0.0086 -0.0321
H -3.81989 -0.71911 -2.98918 0.0261 0.0142 -0.0342
H -2.15999 -0.89369 -2.42016 -0.0014 -0.0359 0.0110
H -2.93572 0.70262 -2.42425 0.0215 0.0048 -0.0376
C -1.15045 4.92171 -0.86345 -0.0533 0.0083 0.1186
O -0.74971 4.41864 -2.15103 0.0057 -0.1213 -0.2134
C -0.69123 3.10971 -2.29384 0.0961 0.2076 -0.2589
O -0.90306 2.29969 -1.39852 -0.3394 0.8809 -0.1978
N -0.35274 2.75749 -3.54936 0.0252 0.1195 -0.0618
N -0.15920 1.41163 -3.86502 -0.0328 -0.0564 0.0178
H -1.16653 6.00056 -0.97748 -0.0072 -0.0439 0.0359
H -0.42627 4.62480 -0.10565 -0.0406 0.0168 -0.0203
H -2.14005 4.54601 -0.60835 0.0464 0.0338 0.0087
H -0.26568 3.47874 -4.25065 0.0094 0.0069 0.0214
H 0.74737 1.30054 -4.30414 0.0028 0.0163 0.0195
H -0.86961 1.11138 -4.52407 0.0069 -0.0173 0.0125
N -0.84997 -4.02699 0.34450 -0.0192 -0.0137 0.0859
C -0.14755 -2.89301 0.51955 -0.0113 -0.0961 0.2290
N 0.61274 -2.76109 1.63983 0.1974 -0.0337 -0.1388
O -0.22541 -1.96374 -0.29914 0.0365 -0.8999 -0.2240
H -0.82412 -4.79124 0.99529 0.0103 -0.0074 -0.0008
H -1.48952 -4.07395 -0.42891 0.0131 0.0010 0.0037
H 0.76414 -3.56584 2.22756 0.0053 0.0267 -0.0132
H 1.41410 -2.13520 1.52269 -0.2104 -0.1337 0.0243
C 3.56752 -3.31211 -3.32441 0.0269 -0.1055 -0.0604
N 3.29875 -2.25370 -2.37060 0.0534 -0.0855 -0.1781
C 3.27742 -2.40825 -1.04946 -0.0150 0.0167 0.1498
N 3.39325 -3.65258 -0.55250 0.0610 -0.0732 -0.2327
S 3.09310 -1.07387 -0.03368 -0.1436 0.2600 0.2114
H 3.49465 -2.89975 -4.32607 0.0063 -0.0309 -0.0144
H 2.82925 -4.11057 -3.23211 0.0194 -0.0006 -0.0286
H 4.57270 -3.72354 -3.19808 -0.0380 0.0029 -0.0098
H 3.29206 -1.29990 -2.68817 -0.0134 -0.0120 0.0426
H 3.69863 -4.41946 -1.13202 -0.0201 0.0276 0.0321
H 3.56382 -3.72954 0.43339 -0.0016 -0.0002 0.0770
```
Forces are in eV/Å.

=====

Molecular formula: C4H9NO
Method: DFT, wB97M-V/def2-TZVPD

Calculated values
ΔE to the lowest compared entry with this formula, charge and spin (kJ/mol): 282.0
LUMO (hartree): 0.0387
HOMO-LUMO gap (hartree): 0.35467
SMILES: C=CN.C=CO
E_HOMO (eV): -8.60

```
15
Properties=species:S:1:pos:R:3:forces:R:3
C 1.60698 -0.28715 -0.97410 -0.6944 -0.8915 -0.9640
C 2.07811 -0.50633 0.24394 -0.9518 0.3362 0.7123
N 2.01785 0.39892 1.31845 0.5157 0.4334 -0.2875
H 1.03154 0.55093 -1.35478 0.5820 0.5077 0.4713
H 1.50940 -1.13224 -1.65452 0.3246 -0.0384 0.1665
H 2.26245 -1.51838 0.58589 0.6636 -0.0152 -0.3053
H 1.79635 1.33966 1.01178 -0.1721 -0.0944 -0.0560
H 2.90057 0.46887 1.81176 -0.1068 -0.2734 0.1763
C -2.35677 1.20457 -0.46936 -0.2518 -0.2053 -0.6659
C -2.32054 -0.10514 -0.26853 0.1353 0.6026 0.3610
O -1.17418 -0.73681 0.13986 -0.1244 -0.1540 0.3164
H -3.23908 1.60662 -0.95526 -0.1276 0.2031 0.5864
H -1.50774 1.85440 -0.32113 0.1852 -0.0996 -0.1470
H -3.24729 -0.66896 -0.23434 0.0950 -0.3604 -0.4852
H -0.84411 -1.31735 -0.55610 -0.0725 0.0491 0.1207
```
Forces are in eV/Å.